A 2-piece molecular cluster, C4H6N2O overall at a distorted geometry. Source: OMol25; level of theory: the ωB97M-V functional and the def2-TZVPD basis.

Cartesian coordinates (Å):
O: 1.712 2.562 0.779
C: 1.243 1.641 1.253
N: 1.456 -0.252 -0.790
C: 0.415 -1.064 -0.193
C: -0.798 -0.215 -0.117
C: -2.078 0.163 0.430
N: -1.114 0.957 -0.431
H: 2.348 -0.727 -0.834
H: 0.682 -1.320 0.841
H: 0.193 -2.013 -0.709
H: 1.175 0.029 -1.723
H: -3.016 -0.133 -0.035
H: -2.138 0.450 1.480

Cartesian forces, eV/Å:
-0.6 -1.1 0.6
0.6 1.2 -0.4
0.1 -0.2 -0.3
-0.1 0.0 0.1
0.0 0.4 -0.1
-0.4 -0.1 0.2
0.2 -0.4 0.0
-0.1 -0.1 -0.1
0.0 0.0 -0.1
-0.1 0.2 0.1
0.2 0.0 0.0
0.1 -0.1 0.1
-0.1 0.0 -0.1

Computed properties:
E_HOMO in hartree: -0.359
Orbital gap in eV: 10.71
LUMO energy in eV: 0.937
Relative energy (zero: lowest compared OMol25 entry of this formula, charge and spin) in eV: 3.008

Partial atomic charges computed with the natural (NBO) method, in multiples of e: number 1, O, carries -0.515; number 2, C, carries 0.499; number 3, N, carries -0.824; number 4, C, carries -0.283; number 5, C, carries 0.242; number 6, C, carries -0.312; number 7, N, carries -0.332; number 8, H, carries 0.368; number 9, H, carries 0.226; number 10, H, carries 0.200; number 11, H, carries 0.369; number 12, H, carries 0.182; number 13, H, carries 0.180